Molecular formula: C36H42BiF5N2O2P2Se3
Method: DFT, ωB97M-V with the def2-TZVPD basis set

Each line ends with the Mulliken charge.
CARTESIAN COORDINATES (ANGSTROEM)
1 Bi -0.348 -0.283 0.276  1.678
2 Se 2.091 -0.978 1.889  -0.540
3 P 3.131 0.159 0.403  0.809
4 Se 1.796 0.830 -1.211  -0.511
5 C 4.512 -0.772 -0.325  0.749
6 C 5.297 -1.563 0.513  -0.756
7 C 6.370 -2.269 -0.009  -0.657
8 C 6.661 -2.193 -1.367  -0.508
9 C 5.881 -1.407 -2.201  -0.689
10 C 4.805 -0.697 -1.682  -0.227
11 C 3.872 1.650 1.111  0.753
12 C 4.774 2.391 0.347  -0.517
13 C 5.307 3.562 0.858  -0.649
14 C 4.937 3.999 2.126  -0.457
15 C 4.036 3.267 2.882  -0.728
16 C 3.501 2.086 2.378  -0.417
17 H 5.055 -1.639 1.567  0.398
18 H 6.977 -2.885 0.643  0.416
19 H 7.496 -2.750 -1.773  0.400
20 H 6.105 -1.349 -3.260  0.411
21 H 4.185 -0.093 -2.333  0.350
22 H 5.058 2.052 -0.643  0.367
23 H 6.011 4.136 0.269  0.398
24 H 5.354 4.917 2.522  0.385
25 H 3.742 3.611 3.865  0.429
26 H 2.788 1.511 2.956  0.315
27 O -2.473 -1.815 -0.958  -0.310
28 C -2.506 -3.193 -1.325  -0.821
29 C -2.314 -4.138 -0.151  -1.073
30 C -1.007 -3.938 0.630  1.407
31 C 0.211 -4.049 -0.246  -0.128
32 C 0.792 -5.286 -0.510  -0.884
33 C 1.902 -5.356 -1.333  -0.517
34 C 2.401 -4.187 -1.884  -0.856
35 C 1.756 -2.999 -1.585  -0.573
36 N 0.690 -2.921 -0.784  0.629
37 H -2.803 -1.699 -0.038  -0.015
38 H -1.719 -3.339 -2.066  0.416
39 H -3.460 -3.419 -1.809  0.395
40 H -2.351 -5.158 -0.548  0.473
41 H -3.156 -4.035 0.541  0.434
42 H -0.953 -4.676 1.431  0.705
43 H -1.022 -2.958 1.111  -1.428
44 H 0.380 -6.179 -0.054  0.511
45 H 2.376 -6.309 -1.535  0.421
46 H 3.275 -4.185 -2.523  0.452
47 H 2.110 -2.058 -1.994  0.494
48 Se -0.950 2.311 4.423  -0.139
49 C -0.602 1.741 2.810  -0.140
50 N -0.371 1.383 1.713  -0.205
51 F -3.755 -1.914 6.693  -0.328
52 C -3.423 -1.691 5.416  0.714
53 C -2.099 -1.631 5.031  -0.046
54 F -1.131 -1.798 5.936  -0.316
55 C -1.772 -1.396 3.709  -0.532
56 F -0.466 -1.347 3.366  -0.063
57 C -2.723 -1.193 2.710  0.126
58 O -2.388 -0.945 1.464  0.444
59 C -4.055 -1.287 3.138  -0.138
60 F -5.044 -1.158 2.235  -0.372
61 C -4.402 -1.525 4.452  0.221
62 F -5.692 -1.598 4.799  -0.318
63 C -1.201 0.892 -3.728  -1.621
64 C -2.386 1.125 -2.786  1.000
65 C -3.515 1.878 -3.498  -1.495
66 P -1.782 1.795 -1.174  0.118
67 C -3.230 2.228 -0.106  1.225
68 C -4.317 1.141 -0.173  -1.321
69 C -3.858 3.612 -0.278  -1.700
70 C -0.748 3.291 -1.537  1.056
71 C -1.346 4.350 -2.470  -1.522
72 C -0.193 3.906 -0.248  -1.156
73 H -1.530 0.305 -4.588  0.517
74 H -0.387 0.341 -3.248  0.246
75 H -0.796 1.833 -4.105  0.246
76 H -2.767 0.142 -2.495  -0.044
77 H -3.195 2.849 -3.870  0.218
78 H -4.381 2.030 -2.860  0.271
79 H -3.843 1.291 -4.360  0.468
80 H -2.787 2.185 0.893  0.102
81 H -5.093 1.421 -0.885  0.431
82 H -4.785 1.037 0.803  0.473
83 H -3.941 0.156 -0.454  -0.071
84 H -4.297 3.734 -1.270  0.254
85 H -3.156 4.425 -0.104  0.352
86 H -4.664 3.714 0.452  0.495
87 H 0.104 2.852 -2.062  -0.054
88 H -2.280 4.768 -2.104  0.195
89 H -1.513 3.964 -3.474  0.309
90 H -0.629 5.171 -2.555  0.483
91 H -0.979 4.218 0.442  0.209
92 H 0.397 4.790 -0.502  0.547
93 H 0.453 3.208 0.282  -0.071

energy above the lowest of the compared OMol25 structures with the same formula, charge and spin = 0.0000 eV
frontier orbital gap = 7.75 eV
charge = 0

=====

Molecular formula: C36H42CaCl3F10KNNa2O12P
Method: DFT, ωB97M-V with the def2-TZVPD basis set

Each line ends with the Mulliken charge.
CARTESIAN COORDINATES (ANGSTROEM)
1 C -3.943 -5.680 2.389  -0.854
2 C -3.297 -4.234 2.915  0.574
3 O -2.158 -4.348 3.630  -0.500
4 O -3.948 -2.968 2.542  -0.431
5 C -3.452 -1.829 3.329  -0.643
6 C -2.209 -1.138 2.468  0.480
7 C -2.202 0.516 2.555  -0.648
8 C -1.243 1.028 1.284  1.405
9 C -1.753 2.450 0.633  -0.445
10 C -1.250 3.792 1.428  -1.053
11 C 0.306 3.753 1.945  -0.278
12 C 1.414 4.104 0.743  -0.616
13 C 2.689 3.053 0.917  -0.219
14 C 3.978 3.451 1.898  -0.363
15 C 5.288 2.491 2.151  0.682
16 N 6.487 2.820 3.013  0.144
17 C 6.574 4.300 3.350  0.416
18 O 6.739 5.206 2.366  -0.360
19 F 6.433 4.845 4.741  -0.245
20 C 7.806 2.522 2.298  0.377
21 O 7.959 2.735 0.982  -0.387
22 F 9.037 2.024 3.019  -0.365
23 C 5.275 1.004 1.389  -0.812
24 C 4.039 0.516 0.382  -0.067
25 C 2.765 1.574 0.148  0.434
26 C 1.598 1.053 -0.890  0.598
27 O 0.800 1.842 -1.630  -0.711
28 C 1.425 -0.568 -1.079  0.021
29 C -0.032 -1.136 -1.583  -1.048
30 C -0.342 -2.736 -1.806  1.039
31 C -1.870 -3.124 -2.314  0.569
32 O -2.212 -2.213 -3.417  -0.420
33 C -3.456 -1.467 -3.163  0.585
34 F -3.560 -0.440 -4.264  -0.278
35 F -3.427 -0.663 -1.893  -0.076
36 F -4.691 -2.302 -3.293  -0.098
37 C 0.860 -3.823 -1.507  0.335
38 P 0.538 -5.700 -1.699  0.124
39 C -0.804 -6.141 -0.367  -0.646
40 O -0.181 -6.108 -3.232  -0.319
41 C 2.341 -3.221 -1.022  -0.883
42 O 3.421 -4.220 -0.746  -0.466
43 C 2.673 -1.629 -0.808  0.913
44 C 4.108 -0.979 -0.354  0.236
45 O 5.254 -1.622 -0.612  -0.592
46 H -4.748 -6.117 3.124  0.304
47 H -4.438 -5.601 1.331  0.269
48 H -3.099 -6.520 2.298  0.288
49 H -3.169 -2.076 4.438  0.333
50 H -4.335 -1.038 3.375  0.404
51 H -2.344 -1.543 1.357  -0.664
52 H -1.158 -1.571 2.827  0.247
53 H -3.276 0.990 2.533  0.453
54 H -1.716 0.776 3.609  0.294
55 H -1.416 0.204 0.438  -1.734
56 H -0.102 0.986 1.540  0.471
57 H -2.944 2.439 0.723  0.128
58 H -1.548 2.522 -0.541  0.257
59 H -1.315 4.689 0.643  0.320
60 H -2.008 4.101 2.295  0.338
61 H 0.419 4.655 2.719  0.395
62 H 0.603 2.787 2.547  0.070
63 H 0.942 4.099 -0.328  0.357
64 H 1.877 5.188 0.932  0.314
65 H 3.950 4.520 2.425  0.189
66 H 6.213 0.297 1.603  0.179
67 H -0.885 -0.331 -1.779  -0.817
68 H -1.960 -4.238 -2.712  0.208
69 H -2.564 -3.016 -1.361  -0.669
70 H -1.907 -5.995 -0.766  0.202
71 H -0.632 -7.217 0.084  0.366
72 H -0.656 -5.330 0.491  0.073
73 H -1.094 -6.495 -3.005  0.377
74 H 3.239 -4.475 0.227  0.340
75 Na -1.468 -0.359 -3.599  1.012
76 F -6.625 -3.083 -3.865  -0.833
77 C 1.222 -9.214 -3.199  -0.405
78 O 0.461 -9.272 -2.117  -0.372
79 H 0.710 -9.181 -4.176  0.234
80 H 1.899 -8.348 -3.295  0.184
81 H 1.928 -10.045 -3.366  0.326
82 Na 10.127 3.404 2.099  0.998
83 Cl 2.160 2.290 3.168  -0.459
84 Ca -0.313 -1.492 0.837  1.435
85 Cl 11.141 5.761 -0.730  -0.220
86 C 9.826 6.915 -1.066  -0.320
87 C 9.097 6.593 -2.360  -0.409
88 Cl 10.112 6.882 -3.794  -0.169
89 H 10.256 7.922 -1.084  0.340
90 H 9.132 6.857 -0.222  0.208
91 H 8.217 7.236 -2.460  0.306
92 H 8.761 5.552 -2.385  0.280
93 F -0.560 -7.477 -4.359  -0.516
94 C -5.902 1.722 -1.897  -0.537
95 C -7.377 1.968 -2.146  -0.656
96 O -8.164 1.942 -0.960  -0.333
97 C -8.220 3.132 -0.122  0.042
98 O -8.553 4.197 -0.843  -0.884
99 C -6.932 3.344 0.766  0.704
100 F -6.458 2.151 1.230  -0.253
101 F -7.206 4.081 1.880  -0.307
102 F -5.894 3.953 0.142  -0.262
103 H -5.750 0.956 -1.130  0.042
104 H -5.409 1.403 -2.820  0.335
105 H -5.399 2.632 -1.568  0.270
106 H -7.748 1.135 -2.754  0.359
107 H -7.539 2.870 -2.744  0.299
108 H -8.948 2.805 0.636  0.175
109 K -4.288 -2.712 0.401  0.986

frontier orbital gap = 1.11 eV
charge = 0

=====

Number 1: E_HOMO -7.780 eV. Number 2: E_HOMO -5.183 eV.